12
Properties=species:S:1:pos:R:3:forces:R:3:nbo_charge:R:1 method="wB97M-V/def2-TZVPD" homo_lumo_gap_ev=7.473 homo_energy_ev=-7.07 energy_ev=-9709.4215 relative_energy_kj_mol=112.15 spin_multiplicity=1
N 1.6763 0.2788 -1.1519 -0.009 0.184 0.040 -0.841
C 0.5441 0.0823 -0.3595 -0.241 -0.184 0.107 0.496
N -0.0685 0.9019 0.5160 0.110 0.010 -0.080 -0.575
C -1.2197 0.2668 1.1358 0.041 -0.195 -0.154 0.535
O -1.9150 0.8419 1.9700 0.098 -0.045 -0.105 -0.688
C -1.2166 -0.9981 0.5181 -0.196 0.058 0.182 -0.317
N -0.1354 -1.0528 -0.3526 0.229 0.164 -0.072 -0.457
H 2.4106 0.7974 -0.6864 -0.071 -0.072 -0.006 0.386
H 1.4769 0.7012 -2.0516 -0.018 -0.009 0.086 0.387
H 0.1881 1.8546 0.7263 0.019 -0.125 -0.077 0.423
H -1.8971 -1.8239 0.6318 0.088 0.114 0.003 0.223
H 0.1563 -1.8503 -0.8959 -0.051 0.101 0.075 0.428